1.
The following is a quantum chemistry calculation of a molecular structure, C14H14BrCsF6N2O10P2S2, from OMol25.

Positions of all 52 atoms, in Å:
Cs  0.2760  0.9317  -0.6717
Br  -3.1248  2.8338  -2.4536
C  -4.3638  1.4333  -2.0014
C  -5.6693  1.8104  -1.8711
C  -6.6271  0.8284  -1.5301
C  -6.2379  -0.4641  -1.3365
C  -4.8802  -0.8519  -1.4723
C  -4.4791  -2.1901  -1.2618
C  -3.1595  -2.5259  -1.3949
C  -2.1949  -1.5511  -1.7424
C  -2.4852  -0.2123  -1.9697
C  -3.8747  0.1069  -1.8205
H  -5.9618  2.8403  -2.0200
H  -7.6675  1.1142  -1.4197
H  -6.9698  -1.2211  -1.0687
H  -5.2268  -2.9304  -0.9915
H  -2.8572  -3.5573  -1.2265
H  -1.1648  -1.8984  -1.8130
F  6.1933  2.2513  1.2577
C  5.1764  1.5474  0.7460
F  5.6645  0.3822  0.3017
F  4.3008  1.3031  1.7096
S  4.4015  2.4340  -0.6709
O  3.4142  1.5058  -1.1671
O  5.5030  2.7677  -1.5303
N  3.8752  3.6967  0.1082
S  2.5213  4.4650  -0.0408
O  1.4823  3.7390  -0.7178
O  2.2323  5.1900  1.1559
C  2.9348  5.7761  -1.2680
F  1.8565  6.5345  -1.5049
F  3.3296  5.2378  -2.4239
F  3.9105  6.5826  -0.8305
N  2.0565  -3.1880  2.6973
C  1.0033  -2.6817  1.7289
C  -0.0211  -3.7717  1.4395
P  0.3011  -1.2236  2.6419
O  -0.6311  -2.0063  3.7663
O  -0.6073  -0.4482  1.7643
O  1.4742  -0.6918  3.4014
P  2.0015  -2.4784  0.1398
O  2.5738  -0.9735  0.3318
O  3.1138  -3.4701  0.3910
O  1.1270  -2.5693  -1.0526
H  2.3619  -2.3252  3.1947
H  2.7974  -3.5931  2.0703
H  1.6662  -3.8411  3.3707
H  -0.4963  -4.1167  2.3609
H  0.4349  -4.6167  0.9183
H  -0.7813  -3.3529  0.7800
H  -1.5373  -1.9448  3.4378
H  3.0347  -0.6163  -0.4418

Largest force on an atom in eV Å⁻¹: 0.40
LUMO energy in eV: 4.049
Energy relative to the best compared isomer or geometry (same formula, charge and spin) in kcal/mol: 2.6
Net charge: -2
Highest occupied orbital energy in eV: -1.52

Mulliken atomic charge list, values in e, 4 entries: atom 1 (Cs): 1.2242, atom 2 (Br): -0.2391, atom 3 (C): 0.1626, atom 4 (C): -0.6825

---

2.
The following is a quantum chemistry calculation of a molecular structure, C14H14ClNO in a non-equilibrium geometry, from OMol25.

Positions of all 31 atoms, in Å:
Cl  -0.5767  2.6697  -6.2987
C  -0.4064  1.7527  -4.8630
C  0.5769  2.0963  -3.9252
C  0.6833  1.3856  -2.7326
C  -0.2025  0.3094  -2.4582
O  -0.1503  -0.3341  -1.3060
C  -1.0904  -0.1130  -3.4828
C  -1.1874  0.6053  -4.6703
H  1.2674  2.9078  -4.1499
H  1.4625  1.6260  -2.0130
H  -1.6717  -1.0203  -3.3364
H  -1.8523  0.2711  -5.4655
C  -1.5434  -2.0395  1.4354
N  -0.7260  -0.8382  1.2059
C  0.2588  -0.5333  2.2023
C  -0.1752  -0.1795  3.4987
C  0.7650  0.0950  4.4933
C  2.1279  -0.0721  4.2314
C  2.5572  -0.4974  2.9695
C  1.6320  -0.6989  1.9367
C  -1.1496  0.0352  0.2434
H  -1.1039  -2.6133  2.2630
H  -2.5832  -1.7576  1.6814
H  -1.5327  -2.6648  0.5307
H  -1.2474  -0.1052  3.6977
H  0.4206  0.4149  5.4747
H  2.8548  0.0945  5.0230
H  3.6097  -0.6870  2.7779
H  1.9331  -1.0052  0.9348
H  -0.8342  1.0755  0.3199
H  -2.1160  -0.1794  -0.2180

Largest force on an atom in eV Å⁻¹: 1.98
LUMO energy in eV: 0.461
Energy relative to the best compared isomer or geometry (same formula, charge and spin) in kcal/mol: 59.4
Highest occupied orbital energy in eV: -7.45

Mulliken atomic charge list, values in e, 4 entries: atom 1 (Cl): -0.2299, atom 2 (C): 0.2345, atom 3 (C): -0.4487, atom 4 (C): -0.3130

---

3.
The following is a quantum chemistry calculation of a molecular structure, C14H14FNRu in a non-equilibrium geometry, from OMol25.

Positions of all 31 atoms, in Å:
C  -1.3067  2.2535  -1.2409
C  -0.2589  2.8357  -0.4692
C  -0.4355  2.4300  0.8844
C  -1.5777  1.5833  0.9460
C  -2.1177  1.4734  -0.3704
Ru  0.0054  0.4765  -0.4223
C  1.5425  0.7577  -1.8463
C  0.5525  0.0213  -2.6994
C  0.3757  0.1724  -4.0435
N  -0.2744  -0.7638  -1.8583
H  0.2187  2.6861  1.7197
H  0.5354  3.4771  -0.8509
H  -1.9582  1.0823  1.8378
H  -2.9868  0.8805  -0.6624
H  -1.4168  2.3299  -2.3248
H  1.9522  1.6738  -2.2900
H  -0.9877  -1.3124  -2.3438
H  2.3321  0.0893  -1.4570
H  1.0736  0.7760  -4.6305
H  -0.4216  -0.3606  -4.5760
F  0.8115  -3.6787  4.3013
C  0.6254  -2.7986  3.2874
C  -0.4793  -2.9286  2.4362
C  -0.6706  -2.0190  1.3890
C  0.2444  -0.9816  1.1959
C  1.3464  -0.8508  2.0454
C  1.5392  -1.7576  3.0909
H  -1.1865  -3.7341  2.5885
H  -1.5221  -2.1163  0.7292
H  2.0501  -0.0439  1.8886
H  2.3953  -1.6525  3.7454

Multiplicity: 6
Largest force on an atom in eV Å⁻¹: 3.67
⟨S²⟩: 8.7684
LUMO energy (spin up / spin down) in eV: 3.467 / 3.402
Energy relative to the best compared isomer or geometry (same formula, charge and spin) in kcal/mol: 0.0
Net charge: -1
Highest occupied orbital energy (spin up / spin down) in eV: -1.53 / -3.90

Mulliken atomic charge list, values in e, 4 entries: atom 1 (C): -0.9690, atom 2 (C): -0.2710, atom 3 (C): -0.4870, atom 4 (C): -0.8406

---

4.
The following is a quantum chemistry calculation of a single C14H14N2O2 molecule in a non-equilibrium geometry, from OMol25.

Positions of all 32 atoms, in Å:
O  -1.9518  -2.1214  -0.0905
C  -1.9208  -1.0078  0.4022
N  -0.9591  -0.5561  1.2568
N  0.1053  -1.2321  1.7812
C  0.8619  -1.9843  1.1018
C  0.8914  -2.2932  -0.3622
C  0.9519  -1.0229  -1.2358
C  1.8634  0.0190  -0.6494
C  1.3677  1.2527  -0.2505
C  2.2006  2.2005  0.3180
C  3.5447  1.9256  0.4957
C  4.0515  0.7008  0.0949
C  3.2172  -0.2434  -0.4739
C  -2.9633  -0.0025  0.1427
C  -4.0612  -0.0813  -0.6750
C  -4.7212  1.1619  -0.5694
C  -3.9824  1.9056  0.3004
O  -2.9185  1.2168  0.7368
H  -1.1677  0.2793  1.7900
H  1.6289  -2.4494  1.7105
H  -0.0179  -2.8409  -0.6292
H  1.7551  -2.9265  -0.5663
H  1.3073  -1.3113  -2.2283
H  -0.0491  -0.6050  -1.3542
H  0.3185  1.4757  -0.3893
H  1.7983  3.1557  0.6232
H  4.1957  2.6627  0.9421
H  5.1012  0.4815  0.2261
H  3.6209  -1.1953  -0.7880
H  -4.3432  -0.9271  -1.2666
H  -5.6193  1.4602  -1.0693
H  -4.1062  2.9026  0.6754

Largest force on an atom in eV Å⁻¹: 1.29
Structure (SMILES): O=C(N/N=C\CCc1ccccc1)c1ccco1
LUMO energy in eV: 0.623
Energy relative to the best compared isomer or geometry (same formula, charge and spin) in kcal/mol: 44.7
Highest occupied orbital energy in eV: -8.85

Mulliken atomic charge list, values in e, 4 entries: atom 1 (O): -0.6628, atom 2 (C): 0.2238, atom 3 (N): 0.6077, atom 4 (N): -1.3778

---

5.
The following is a quantum chemistry calculation of a single C14H14N2O3 molecule, from OMol25.

Positions of all 33 atoms, in Å:
O  -0.6322  -2.8385  -1.2527
C  0.0703  -2.3288  -0.4062
C  1.5988  -2.4000  -0.4397
O  2.2345  -1.3800  0.2891
C  2.1133  -0.0777  -0.1775
C  1.3601  0.3205  -1.2671
C  1.3000  1.6640  -1.6086
C  1.9863  2.6050  -0.8658
C  2.7474  2.2127  0.2225
C  2.8203  0.8748  0.5731
O  3.5657  0.4939  1.6442
N  -0.4187  -1.6904  0.6762
N  -1.7900  -1.5300  0.8871
C  -2.3696  -0.3074  0.5174
C  -1.6335  0.8735  0.4973
C  -2.2575  2.0727  0.2060
C  -3.6158  2.1145  -0.0540
C  -4.3521  0.9409  -0.0256
C  -3.7368  -0.2631  0.2533
H  1.9240  -2.4159  -1.4866
H  1.9126  -3.3359  0.0335
H  0.8055  -0.3980  -1.8496
H  0.7036  1.9641  -2.4556
H  1.9333  3.6495  -1.1305
H  3.2942  2.9277  0.8154
H  3.5430  -0.4707  1.7011
H  0.1893  -1.3185  1.3920
H  -2.2907  -2.3312  0.5102
H  -0.5717  0.8622  0.6918
H  -1.6701  2.9786  0.1824
H  -4.0981  3.0530  -0.2807
H  -5.4122  0.9621  -0.2312
H  -4.3091  -1.1793  0.2656

Largest force on an atom in eV Å⁻¹: 0.71
Structure (SMILES): O=C(COc1ccccc1O)NNc1ccccc1
LUMO energy in eV: 0.595
Energy relative to the best compared isomer or geometry (same formula, charge and spin) in kcal/mol: 34.6
Highest occupied orbital energy in eV: -8.30

Mulliken atomic charge list, values in e, 4 entries: atom 1 (O): -0.6669, atom 2 (C): 0.5020, atom 3 (C): -0.4592, atom 4 (O): -0.5820

---

6.
The following is a quantum chemistry calculation of a single C14H14N2O6S molecule in a non-equilibrium geometry, from OMol25.

Positions of all 37 atoms, in Å:
O  -2.4594  -3.2090  -2.2237
C  -1.3396  -3.3544  -1.6949
N  -0.9843  -4.5981  -1.3166
O  -1.9316  -5.7229  -1.4898
C  -0.4288  -2.1676  -1.4366
N  0.6954  -2.4824  -0.6982
C  1.5712  -1.5173  -0.4590
C  1.4061  -0.1951  -0.8489
C  2.4750  0.8572  -0.4692
S  2.4102  1.3268  1.3435
O  2.9333  0.1894  2.0726
O  3.3119  2.4584  1.7716
C  0.6524  1.6543  1.7266
C  -0.2172  0.5998  2.0495
C  -1.3379  0.7890  2.7992
C  -1.7391  2.1249  3.0742
C  -0.9214  3.1854  2.5711
C  0.3129  2.9960  1.9196
C  0.2591  0.1493  -1.5517
C  0.1206  1.5750  -2.0471
O  -0.4547  2.4151  -1.0759
C  -0.6789  -0.8690  -1.8682
O  -1.8227  -0.4905  -2.5490
H  -0.1725  -4.7429  -0.6087
H  -2.7294  -5.5461  -2.0578
H  2.5702  -1.7868  0.0133
H  2.4646  1.8193  -0.9398
H  3.3782  0.4685  -0.7917
H  0.0788  -0.4248  1.9605
H  -1.9163  -0.0424  3.0423
H  -2.6880  2.2339  3.5717
H  -1.1094  4.2523  2.7070
H  0.9650  3.8506  1.6537
H  -0.5855  1.5602  -2.9082
H  0.9975  2.0961  -2.3579
H  -0.6484  1.7996  -0.3086
H  -2.4371  -1.2518  -2.5749

Largest force on an atom in eV Å⁻¹: 4.40
Structure (SMILES): O=C(NO)c1ncc(CS(=O)(=O)c2ccccc2)c(CO)c1O
LUMO energy in eV: -0.562
Highest occupied orbital energy in eV: -9.69

Mulliken atomic charge list, values in e, 4 entries: atom 1 (O): -0.8344, atom 2 (C): 0.5007, atom 3 (N): -0.1041, atom 4 (O): -0.4446

---

7.
The following is a quantum chemistry calculation of a single C14H14N2S6 molecule in a non-equilibrium geometry, from OMol25.

Positions of all 36 atoms, in Å:
C  1.9234  -4.3740  -1.5204
C  1.4494  -2.9318  -1.5640
C  1.9244  -1.9894  -2.4445
S  3.1278  -2.2603  -3.7205
C  4.7121  -2.0684  -2.7229
C  4.6185  -0.8546  -1.7604
C  5.8913  -0.5355  -1.0724
N  6.9029  -0.1840  -0.6344
S  1.2765  -0.3822  -2.3001
C  0.2672  -0.7632  -0.9211
C  -0.5952  0.1538  -0.3693
S  -0.7078  1.7721  -1.0128
C  -2.1461  2.2203  -0.1231
C  -2.8055  3.5786  -0.3528
C  -2.6704  1.3056  0.7393
S  -4.1915  1.5383  1.5358
C  -3.4883  1.4545  3.2473
C  -4.5086  1.9165  4.2883
C  -4.8037  3.3822  4.2532
N  -5.0120  4.5267  4.2511
S  -1.7747  -0.1924  0.9502
S  0.2642  -2.4027  -0.3670
H  2.2677  -4.6747  -0.5251
H  1.0787  -5.0200  -1.7919
H  2.7513  -4.5404  -2.2160
H  5.5214  -1.9585  -3.4503
H  4.8409  -2.9720  -2.0953
H  3.8810  -1.0931  -0.9618
H  4.2714  0.0399  -2.2633
H  -2.0669  4.3568  -0.1868
H  -3.6510  3.7584  0.3113
H  -3.1613  3.6695  -1.3680
H  -3.2513  0.3897  3.4093
H  -2.5551  2.0323  3.2943
H  -5.4425  1.3754  4.1701
H  -4.1380  1.7266  5.2941

Largest force on an atom in eV Å⁻¹: 2.69
Structure (SMILES): CC1=C(SCCC#N)S/C(=C2\SC(C)=C(SCCC#N)S2)S1
LUMO energy in eV: 0.195
Energy relative to the best compared isomer or geometry (same formula, charge and spin) in kcal/mol: 0.0
Highest occupied orbital energy in eV: -7.02

Mulliken atomic charge list, values in e, 4 entries: atom 1 (C): -1.3699, atom 2 (C): 0.7112, atom 3 (C): -0.3394, atom 4 (S): -0.1030

---

Q: largest force on an atom of number 3 (C14H14FNRu)?
A: 3.67 eV Å⁻¹

---

Q: The highest largest force on an atom belongs to which entry?
A: C14H14N2O6S